1.
Entry from OMol25: a structure of composition C6H19BrN5O3Y in a non-equilibrium geometry (wB97M-V/def2-TZVPD).

Summary:
**Charge**: +2
**Lowest unoccupied orbital energy**: -12.02 eV
**Relative energy (zero: lowest compared OMol25 entry of this formula, charge and spin)**: 282.7 kcal per mole
**Strongest force on any atom**: 5.3 eV/A

```
35
Properties=species:S:1:pos:R:3:forces:R:3
Y 8.1131 0.3913 -1.4467 -0.3 -0.1 0.3
Br 3.1905 -0.0179 -0.1017 0.3 0.0 -0.1
O -3.5678 2.6985 3.2416 -4.0 1.4 1.9
O -4.3007 -1.2474 -3.7384 -1.1 -1.1 0.9
O 7.8533 -1.1037 3.8017 0.7 -0.3 -0.7
N -1.6748 3.0793 2.2539 2.6 4.3 -1.7
N 6.5461 -2.0301 5.3158 -2.5 -1.8 0.7
N 8.5673 -1.5162 5.8863 3.6 0.2 3.2
N -2.2092 1.8269 -3.4642 -2.2 -1.8 1.3
N -2.0441 1.1348 2.9211 0.7 -4.5 1.0
C -3.1041 0.7878 -4.0827 3.2 1.6 -2.4
C 7.7170 -1.6065 4.9247 -1.1 2.6 -3.1
C -4.8007 -2.3749 -2.9457 0.6 -1.1 -1.4
C -2.4924 2.3570 2.9141 -0.6 -2.3 -0.5
C -2.2626 0.4840 -5.3790 -1.4 -1.5 0.3
C -3.4054 -0.4003 -3.1258 -0.3 1.3 -0.1
H 5.8657 -2.2276 4.5960 0.0 -0.2 0.5
H -2.4957 -0.9018 -2.7955 0.4 -0.1 -0.3
H -0.8241 2.6199 1.9617 0.1 1.5 -0.2
H -2.6975 -0.4321 -5.7788 0.2 -0.1 -0.4
H -1.1003 0.9869 2.5933 -0.6 -0.8 0.3
H -2.6891 0.3934 3.1541 0.5 -0.1 0.1
H -4.0182 -3.1336 -2.9570 0.6 0.1 0.3
H 9.2788 -0.7994 5.8899 0.0 -0.3 -0.3
H -1.5081 1.3138 -2.9491 0.8 0.1 -0.1
H -1.2074 0.3023 -5.1752 0.0 0.1 0.2
H -3.8181 0.0998 -2.2496 -0.3 -0.3 0.6
H -5.1521 -2.3387 -1.9145 0.1 1.3 0.0
H -5.5448 -2.9077 -3.5378 -0.4 0.7 -0.1
H 8.2970 -1.8551 6.7985 0.3 0.2 -0.1
H -3.9509 1.3736 -4.4404 -0.6 -0.7 0.5
H -2.3713 1.2550 -6.1418 0.0 0.1 0.3
H -2.8217 2.1751 -2.7405 0.2 1.3 0.5
H -1.9118 4.0379 2.4662 1.3 0.6 -0.9
H 6.5440 -2.4245 6.2457 -1.0 -0.3 -0.4
```
Positions in Å, forces in eV/Å.

---

2.
Entry from OMol25: a cluster of 2 separate species, C4H10NO3 in total in a non-equilibrium geometry (wB97M-V/def2-TZVPD).

Summary:
**Charge**: -1
**Lowest unoccupied orbital energy**: 3.77 eV
**Relative energy (zero: lowest compared OMol25 entry of this formula, charge and spin)**: 89.6 kcal per mole
**Strongest force on any atom**: 8.0 eV/A

```
18
Properties=species:S:1:pos:R:3:forces:R:3
O -1.0777 0.8567 2.2856 0.2 -1.1 -0.8
O -2.6488 1.0243 0.3536 -6.7 -0.5 -4.4
O 1.6296 -0.9054 -2.3738 -0.3 -0.4 0.1
N 0.3619 -1.2413 -0.5388 0.5 -0.5 -2.3
C -0.3460 -0.9560 0.6128 -2.1 0.2 5.1
C 1.1793 -0.4686 -1.3107 1.0 -0.2 -0.9
C -0.0679 0.3688 1.5076 0.9 -1.9 2.9
C 1.6551 0.9567 -1.0052 -0.5 0.4 1.6
H 0.1110 -2.1816 -0.9174 0.8 1.5 -0.1
H 1.0698 1.6451 -1.5723 -0.9 0.4 -0.4
H 2.6387 1.2184 -1.3151 1.1 -0.9 -0.8
H -3.2430 0.2621 0.6142 0.8 1.5 -0.6
H -1.9643 0.8582 0.8884 4.6 -0.1 4.6
H -1.4648 -0.8806 0.6071 0.9 -0.6 -1.2
H 1.6481 1.3431 0.0187 -0.3 -0.6 -0.3
H 0.3472 1.1289 0.9106 0.5 0.8 -0.7
H 0.7234 -0.0933 2.2329 0.0 1.0 -1.1
H -0.1468 -1.8218 1.3546 -0.4 1.1 -1.0
```
Positions in Å, forces in eV/Å.

---

3.
Entry from OMol25: a structure of composition C2H3Na6O8 in a non-equilibrium geometry (wB97M-V/def2-TZVPD).

Summary:
**Charge**: +1
**Lowest unoccupied orbital energy**: -6.84 eV
**Strongest force on any atom**: 5.3 eV/A

```
19
Properties=species:S:1:pos:R:3:forces:R:3
Na 2.3704 0.9840 0.3819 -0.4 1.3 -1.2
Na -1.1657 -2.1939 1.4496 -0.1 0.2 -1.5
Na 2.0912 -2.3913 -0.0669 -1.3 -0.7 -1.5
Na -0.0328 0.2314 -1.1410 -0.4 0.2 -1.1
Na 1.9973 -1.1073 3.3376 -0.3 0.0 -0.2
Na 0.0692 1.7158 2.3796 -0.6 0.9 -1.0
O -1.9569 0.5484 0.7222 0.0 0.7 0.3
O -0.0080 2.5799 0.0132 -1.3 -3.6 3.7
O 1.5066 2.5656 -1.6078 1.1 -2.5 0.5
O 0.1849 4.3217 -1.3089 0.2 -1.6 0.6
O 0.6858 -0.4654 1.3847 1.3 0.1 1.3
O -0.4529 -2.0048 -0.8815 0.3 1.9 2.5
O -1.4794 -3.4470 -2.2415 0.4 0.9 1.0
O 0.7112 -3.5578 -1.9691 1.0 0.7 1.2
C 0.5646 3.1587 -0.9877 0.2 4.5 -2.4
C -0.4218 -3.0203 -1.7094 -0.3 -2.6 -2.4
H -0.0420 0.0306 0.9758 0.0 -0.4 0.2
H -2.8718 0.6590 1.0197 0.1 -0.1 -0.3
H -1.7499 1.3925 0.2496 0.2 0.0 0.2
```
Positions in Å, forces in eV/Å.

---

4.
Entry from OMol25: a structure of composition C37H57FeO3SSeSi (wB97M-V/def2-TZVPD).

Summary:
**Charge**: 0
**Lowest unoccupied orbital energy (spin up / spin down)**: 0.20 / -0.40 eV
**Relative energy (zero: lowest compared OMol25 entry of this formula, charge and spin)**: 0.0 kcal per mole
**Spin multiplicity**: 6
**<S²>**: 8.7659
**Strongest force on any atom**: 0.6 eV/A

```
101
Properties=species:S:1:pos:R:3:forces:R:3
Se 1.6542 -1.7683 -0.2994 0.0 0.0 0.0
Fe -1.2056 -1.2824 -0.4472 0.3 -0.3 -0.1
S -4.4167 -0.6504 -0.3531 0.1 -0.2 0.0
Si -3.5295 -5.7642 -0.2482 0.0 0.0 0.0
O -0.6862 -0.5943 1.1701 -0.3 0.3 0.5
O -0.5482 -0.6267 -2.0246 -0.2 0.3 -0.3
O -2.9505 -0.2647 -0.4754 -0.1 0.3 -0.1
C -5.2374 -5.5365 -0.9829 0.0 0.0 0.0
C 4.0206 2.4532 4.3313 0.0 0.0 0.0
C 5.0172 1.9696 2.1094 0.0 0.0 0.0
C 3.0001 0.1430 -1.9730 0.0 0.0 0.0
C 5.0605 2.3300 -1.9069 0.0 0.0 0.0
C -1.2537 0.2758 -4.7836 0.0 0.0 0.0
C -0.2603 2.5155 -5.1035 0.0 0.0 0.0
C -2.5841 -7.0512 -1.2160 0.0 0.0 0.0
C -2.0328 -3.1048 -0.3949 0.0 -0.2 0.0
C -1.7352 2.0083 2.2713 0.0 0.0 0.0
C -0.9101 1.2904 3.3505 0.0 0.0 0.0
C -0.6955 2.2755 4.5020 0.0 0.0 0.0
C 0.6063 -0.0381 -2.3398 0.1 -0.2 0.1
C 4.4527 1.7933 -3.2103 0.0 0.0 0.0
C 5.3886 0.7326 -3.8052 0.0 0.0 0.0
C -6.0102 0.4727 1.4773 0.0 -0.1 0.0
C 1.9229 1.5383 -3.5660 0.0 0.0 0.0
C -2.6393 -4.1632 -0.3337 0.0 0.0 0.0
C 4.3464 2.9544 -4.1991 0.0 0.0 0.0
C 0.6754 0.9711 -3.3182 0.0 0.0 0.0
C 1.6710 -0.5565 1.1913 0.0 0.1 0.0
C 1.6419 1.2644 3.2347 0.0 0.0 0.0
C 4.2068 1.3707 3.2681 0.0 0.0 0.0
C 3.0946 1.1578 -2.9169 0.0 0.0 0.0
C 0.4165 0.8056 2.7582 0.0 0.0 0.0
C -5.1165 -0.4881 2.2607 0.0 0.0 0.0
C -3.6807 -6.2859 1.5419 0.0 0.0 0.0
C 4.9963 0.2114 3.8903 0.0 0.0 0.0
C 2.8641 -0.0889 1.7082 0.0 0.0 0.0
C -5.1898 0.8710 0.2584 -0.1 0.0 0.0
C 1.7801 -0.4371 -1.6829 0.0 0.1 0.0
C 2.8736 0.8471 2.7359 0.0 0.0 0.0
C -1.5597 2.0656 -3.0424 0.0 0.0 0.0
C -0.5808 1.4486 -4.0534 0.0 0.0 0.0
C 0.4392 -0.1190 1.6979 0.0 -0.2 -0.1
C -4.6035 -1.5053 1.2456 0.0 0.1 0.0
C -1.7047 0.0978 3.9067 0.0 0.0 0.0
H -2.6711 2.3745 2.7068 0.0 0.0 0.0
H 4.3974 3.0634 -1.4444 0.0 0.0 0.0
H 5.9461 2.4066 2.4823 0.0 0.0 0.0
H -0.1825 3.1811 4.1737 0.0 0.0 0.0
H -5.6532 -0.9807 3.0710 0.0 0.0 0.0
H -4.3428 1.5032 0.5290 0.0 0.0 0.0
H -2.4643 2.3988 -3.5587 0.0 0.0 0.0
H -0.5586 -0.1830 -5.4899 0.0 0.0 0.0
H -5.2979 -2.3289 1.0793 0.0 0.0 0.0
H 5.2791 1.2115 1.3706 0.0 0.0 0.0
H 4.9980 2.8124 4.6577 0.0 0.0 0.0
H -5.1747 -5.1987 -2.0185 0.0 0.0 0.0
H -4.1855 -5.5227 2.1369 0.0 0.0 0.0
H 6.0203 2.8109 -2.1073 0.0 0.0 0.0
H -2.6215 0.4546 4.3851 0.0 0.0 0.0
H -5.8133 -4.7960 -0.4239 0.0 0.0 0.0
H 4.4475 -0.2239 4.7272 0.0 0.0 0.0
H 5.3336 3.3950 -4.3484 0.0 0.0 0.0
H -1.8447 1.3465 -2.2771 0.0 0.0 0.0
H 5.5212 -0.1066 -3.1214 0.0 0.0 0.0
H -6.9262 -0.0371 1.1675 0.0 0.0 0.0
H -1.9662 1.3421 1.4425 0.0 0.0 0.0
H -0.1230 1.8291 5.3170 0.0 0.0 0.0
H 3.6825 3.7376 -3.8288 0.0 0.0 0.0
H -1.1884 2.8683 1.8792 0.0 0.0 0.0
H -1.1079 2.9326 -2.5553 0.0 0.0 0.0
H 0.4328 2.1440 -5.8607 0.0 0.0 0.0
H 3.7915 -0.4598 1.2899 0.0 0.0 0.0
H -4.2545 -7.2118 1.6224 0.0 0.0 0.0
H 4.4485 2.7497 1.6002 0.0 0.0 0.0
H 3.4636 3.3076 3.9421 0.0 0.0 0.0
H -6.3017 1.3497 2.0545 0.0 0.0 0.0
H 1.6344 1.9853 4.0374 0.0 0.0 0.0
H -1.6668 2.5717 4.9023 0.0 0.0 0.0
H -5.7525 1.3355 -0.5487 0.0 0.0 0.0
H -3.6218 -1.9278 1.4588 0.0 0.0 0.0
H 4.9835 0.3423 -4.7403 0.0 0.0 0.0
H 6.3720 1.1623 -4.0089 0.0 0.0 0.0
H -5.7939 -6.4761 -0.9651 0.0 0.0 0.0
H 0.1634 3.4172 -4.6573 0.0 0.0 0.0
H -1.1196 -0.4340 4.6593 0.0 0.0 0.0
H 3.4976 2.0718 5.2100 0.0 0.0 0.0
H -2.6982 -6.4563 1.9844 0.0 0.0 0.0
H 1.9823 2.3200 -4.3074 0.0 0.0 0.0
H 5.2316 1.5331 -1.1829 0.0 0.0 0.0
H -1.9666 -0.6077 3.1210 0.0 0.0 0.0
H 3.8787 -0.2020 -1.4423 0.0 0.0 0.0
H 3.9809 2.6248 -5.1732 0.0 0.0 0.0
H -1.5939 -7.2133 -0.7880 0.0 0.0 0.0
H 5.9630 0.5629 4.2583 0.0 0.0 0.0
H -1.5908 -0.4891 -4.0910 0.0 0.0 0.0
H -2.1154 0.6415 -5.3475 0.0 0.0 0.0
H -3.1184 -8.0038 -1.2086 0.0 0.0 0.0
H -1.1840 2.8018 -5.6090 0.0 0.0 0.0
H -2.4523 -6.7424 -2.2538 0.0 0.0 0.0
H 5.1799 -0.5797 3.1625 0.0 0.0 0.0
H -4.2753 0.0539 2.6961 0.0 0.0 0.0
```
Positions in Å, forces in eV/Å.

---

5.
Entry from OMol25: the ion C4H8N3 with charge +1 in a non-equilibrium geometry (wB97M-V/def2-TZVPD).

Summary:
**Charge**: +1
**Lowest unoccupied orbital energy**: -5.21 eV
**Relative energy (zero: lowest compared OMol25 entry of this formula, charge and spin)**: 121.7 kcal per mole
**Strongest force on any atom**: 4.3 eV/A

```
15
Properties=species:S:1:pos:R:3:forces:R:3
N -1.0771 0.7070 0.5811 2.8 0.8 2.5
N 0.7074 0.5824 1.4199 -3.6 -0.9 -2.1
N 0.2633 -0.9234 -0.3678 -0.2 0.6 2.9
C -1.9957 -0.4268 -1.1801 -0.1 0.3 -0.3
C 1.2311 -0.4990 0.5623 1.8 1.5 2.3
C 1.7614 0.9225 0.4830 -1.1 0.8 0.5
C -0.8403 -0.1712 -0.2784 -1.4 -0.1 -0.9
H 0.6165 -1.1666 -1.2174 0.8 -1.2 -3.0
H 0.5098 0.7743 2.3932 0.7 -0.5 0.3
H 1.1822 1.4903 -0.2422 1.3 0.4 -0.6
H -2.1318 0.3321 -1.9254 0.6 0.3 -0.7
H 1.8693 -1.2186 1.0664 -0.3 -0.2 -0.3
H -2.9311 -0.3419 -0.6730 -0.5 -0.5 0.8
H 2.6663 1.3338 0.9686 -0.3 -0.6 -0.8
H -1.8313 -1.3948 -1.5904 -0.3 -0.7 -0.5
```
Positions in Å, forces in eV/Å.

---

6.
Entry from OMol25: a structure of composition C5H9EuMgO4 in a non-equilibrium geometry (wB97M-V/def2-TZVPD).

Summary:
**Charge**: 0
**Lowest unoccupied orbital energy (spin up / spin down)**: -0.13 / -0.37 eV
**Relative energy (zero: lowest compared OMol25 entry of this formula, charge and spin)**: 0.0 kcal per mole
**Spin multiplicity**: 9
**<S²>**: 20.0087
**Strongest force on any atom**: 2.0 eV/A

```
20
Properties=species:S:1:pos:R:3:forces:R:3
Eu 0.1807 -1.5903 1.8429 0.2 -0.5 1.9
Mg -0.1335 -0.5749 -1.6018 -0.4 -0.2 -0.5
O 0.3672 0.6690 1.1490 0.1 0.2 0.2
O -0.3583 1.2714 -1.4955 -0.2 -0.5 0.2
O -0.4075 -2.1056 -2.8461 0.2 0.4 0.4
O -0.2081 -1.9502 -0.2264 0.2 0.7 -0.7
C -0.7517 1.5263 0.8819 -0.2 0.5 -0.1
C -0.5127 -3.2580 -2.3140 0.0 -0.3 -0.6
C 1.6172 1.3364 1.3015 0.2 0.4 -0.3
C -0.6315 2.1705 -0.4915 0.4 0.4 -0.1
C -0.3587 -3.2252 -0.7964 -0.5 -0.9 0.0
H 2.3477 0.6273 1.7079 -0.2 0.0 0.0
H -1.6570 0.9039 0.9274 0.3 -0.1 0.0
H 1.5043 2.1877 1.9881 0.1 -0.2 -0.2
H 0.1837 2.9218 -0.4442 -0.3 0.0 0.1
H -0.8133 2.2931 1.6711 0.0 -0.2 -0.1
H 0.4819 -3.9054 -0.5545 -0.1 0.3 -0.1
H -1.2662 -3.7126 -0.3847 0.2 0.1 -0.2
H 1.9878 1.6756 0.3252 -0.1 0.0 0.2
H -1.5718 2.7391 -0.6398 0.2 -0.2 -0.1
```
Positions in Å, forces in eV/Å.

---

Question: What is the charge in the first record?
Answer: +2

---

Question: What is the charge in the second record?
Answer: -1

---

Please write out number 6 again, unchanged.
Entry from OMol25: a structure of composition C5H9EuMgO4 in a non-equilibrium geometry (wB97M-V/def2-TZVPD).

Summary:
**Charge**: 0
**Lowest unoccupied orbital energy (spin up / spin down)**: -0.13 / -0.37 eV
**Relative energy (zero: lowest compared OMol25 entry of this formula, charge and spin)**: 0.0 kcal per mole
**Spin multiplicity**: 9
**<S²>**: 20.0087
**Strongest force on any atom**: 2.0 eV/A

```
20
Properties=species:S:1:pos:R:3:forces:R:3
Eu 0.1807 -1.5903 1.8429 0.2 -0.5 1.9
Mg -0.1335 -0.5749 -1.6018 -0.4 -0.2 -0.5
O 0.3672 0.6690 1.1490 0.1 0.2 0.2
O -0.3583 1.2714 -1.4955 -0.2 -0.5 0.2
O -0.4075 -2.1056 -2.8461 0.2 0.4 0.4
O -0.2081 -1.9502 -0.2264 0.2 0.7 -0.7
C -0.7517 1.5263 0.8819 -0.2 0.5 -0.1
C -0.5127 -3.2580 -2.3140 0.0 -0.3 -0.6
C 1.6172 1.3364 1.3015 0.2 0.4 -0.3
C -0.6315 2.1705 -0.4915 0.4 0.4 -0.1
C -0.3587 -3.2252 -0.7964 -0.5 -0.9 0.0
H 2.3477 0.6273 1.7079 -0.2 0.0 0.0
H -1.6570 0.9039 0.9274 0.3 -0.1 0.0
H 1.5043 2.1877 1.9881 0.1 -0.2 -0.2
H 0.1837 2.9218 -0.4442 -0.3 0.0 0.1
H -0.8133 2.2931 1.6711 0.0 -0.2 -0.1
H 0.4819 -3.9054 -0.5545 -0.1 0.3 -0.1
H -1.2662 -3.7126 -0.3847 0.2 0.1 -0.2
H 1.9878 1.6756 0.3252 -0.1 0.0 0.2
H -1.5718 2.7391 -0.6398 0.2 -0.2 -0.1
```
Positions in Å, forces in eV/Å.

---

Question: Among the records above, which one has the lowest charge?
Answer: C4H10NO3